[1]
DFT (ωB97M-V with the def2-TZVPD basis set) results for a cluster of 10 separate species, C38H104N12O12 in total in a non-equilibrium geometry.

Last column: Mulliken charge in e.
Geometry (Å):
1 C 11.101 6.305 -9.763  -0.795
2 O 9.690 6.386 -9.688  0.216
3 C 9.257 7.275 -8.658  -1.440
4 C 8.758 8.567 -9.247  1.559
5 C 8.200 9.345 -8.065  -1.700
6 N 7.632 8.317 -10.181  -0.560
7 H 11.668 5.849 -8.947  0.380
8 H 11.563 7.200 -10.184  0.330
9 H 11.344 5.488 -10.454  0.078
10 H 8.500 6.715 -8.105  0.353
11 H 10.013 7.510 -7.903  0.397
12 H 9.484 9.080 -9.885  -0.178
13 H 8.943 9.361 -7.262  0.311
14 H 7.329 8.819 -7.672  0.434
15 H 7.921 10.382 -8.250  0.353
16 H 7.926 7.900 -11.052  -0.075
17 H 7.156 9.185 -10.387  0.201
18 C 6.764 12.034 -12.993  -0.246
19 O 6.180 12.533 -11.798  -0.364
20 C 4.801 12.200 -11.524  -0.533
21 C 4.345 13.006 -10.289  0.564
22 C 5.369 13.025 -9.194  -1.318
23 N 3.108 12.447 -9.732  -0.659
24 H 6.783 12.886 -13.672  0.277
25 H 6.364 11.102 -13.397  0.039
26 H 7.758 11.747 -12.641  0.174
27 H 4.212 12.580 -12.364  0.348
28 H 4.835 11.111 -11.463  0.256
29 H 4.234 14.069 -10.510  0.211
30 H 4.977 13.359 -8.232  0.422
31 H 6.246 13.649 -9.378  0.357
32 H 5.853 12.064 -8.987  0.106
33 H 3.196 11.560 -9.266  0.221
34 H 2.369 12.548 -10.410  0.237
35 C 7.249 6.160 -17.049  -0.986
36 O 6.399 6.914 -16.235  0.269
37 C 5.194 6.271 -15.872  -1.296
38 C 4.165 7.341 -15.471  0.457
39 C 4.627 8.088 -14.211  -0.893
40 N 2.948 6.570 -15.140  -0.634
41 H 6.962 6.330 -18.091  0.380
42 H 7.234 5.108 -16.750  0.569
43 H 8.274 6.518 -16.923  -0.079
44 H 4.860 5.695 -16.742  0.643
45 H 5.433 5.631 -15.014  0.387
46 H 4.260 8.008 -16.334  0.225
47 H 5.414 8.797 -14.474  0.048
48 H 5.025 7.433 -13.440  0.023
49 H 3.775 8.679 -13.872  0.465
50 H 2.085 6.948 -15.513  0.259
51 H 3.037 5.675 -15.610  0.272
52 C 12.009 2.327 -17.439  -1.044
53 O 11.947 3.561 -16.747  -0.043
54 C 11.331 3.527 -15.496  -0.781
55 C 12.028 4.355 -14.465  0.366
56 C 11.224 4.568 -13.224  -1.311
57 N 12.259 5.739 -15.012  0.314
58 H 12.444 2.460 -18.429  0.290
59 H 10.941 2.115 -17.552  0.369
60 H 12.614 1.577 -16.926  0.282
61 H 10.285 3.870 -15.529  0.131
62 H 11.200 2.497 -15.141  0.535
63 H 13.057 4.022 -14.300  0.656
64 H 11.188 3.729 -12.523  0.619
65 H 10.238 4.935 -13.508  -0.188
66 H 11.718 5.269 -12.550  0.271
67 H 11.286 5.999 -15.168  -0.162
68 H 12.649 5.741 -15.946  -0.454
69 C 9.990 12.605 -19.092  -0.744
70 O 9.183 12.454 -17.939  -0.398
71 C 8.992 11.061 -17.627  0.270
72 C 7.495 10.765 -17.795  0.626
73 C 6.660 11.200 -16.587  -1.597
74 N 7.202 9.364 -18.154  -0.675
75 H 10.160 13.665 -19.293  0.302
76 H 9.493 12.234 -19.994  0.309
77 H 10.987 12.161 -19.025  0.238
78 H 9.608 10.264 -18.043  -0.437
79 H 9.294 11.156 -16.579  0.011
80 H 7.147 11.341 -18.655  0.230
81 H 6.789 10.553 -15.721  0.377
82 H 5.651 11.025 -16.968  0.465
83 H 6.912 12.242 -16.397  0.424
84 H 6.190 9.376 -18.134  0.319
85 H 7.565 8.654 -17.534  0.084
86 C 13.237 10.522 -10.130  -0.097
87 O 14.125 9.902 -9.239  -0.364
88 C 13.777 10.098 -7.869  -1.034
89 C 12.599 9.255 -7.375  1.752
90 C 12.011 9.812 -6.076  -1.790
91 N 12.817 7.840 -7.396  -0.432
92 H 13.538 10.338 -11.162  -0.030
93 H 13.319 11.610 -10.018  0.386
94 H 12.196 10.214 -10.002  -0.058
95 H 14.662 9.809 -7.288  0.384
96 H 13.804 11.147 -7.550  0.405
97 H 11.776 9.409 -8.084  -0.761
98 H 12.704 10.080 -5.273  0.371
99 H 11.270 9.200 -5.559  0.435
100 H 11.468 10.733 -6.297  0.410
101 H 13.541 7.669 -6.705  0.278
102 H 13.078 7.490 -8.306  0.200
103 C 17.060 3.672 -15.378  -0.766
104 O 16.640 4.581 -16.367  -0.451
105 C 15.244 4.813 -16.414  -0.162
106 C 14.778 5.457 -17.718  -0.325
107 N 15.369 6.792 -17.980  -0.436
108 C 14.648 7.850 -17.262  -0.055
109 C 15.564 9.094 -17.282  -0.346
110 O 16.932 8.806 -17.006  -0.465
111 C 17.166 8.351 -15.694  -0.229
112 H 16.480 2.744 -15.300  0.297
113 H 16.902 4.133 -14.398  0.313
114 H 18.082 3.385 -15.612  0.282
115 H 14.864 5.366 -15.548  0.214
116 H 14.812 3.807 -16.350  0.498
117 H 13.693 5.564 -17.717  -0.276
118 H 15.095 4.801 -18.532  0.399
119 H 16.269 6.723 -17.513  0.351
120 H 14.448 7.627 -16.208  0.307
121 H 13.744 8.017 -17.850  0.179
122 H 15.228 9.909 -16.634  -0.050
123 H 15.559 9.586 -18.256  0.390
124 H 16.813 9.018 -14.898  0.105
125 H 18.241 8.333 -15.519  0.305
126 H 16.665 7.399 -15.499  -0.021
127 C 7.971 6.601 -12.988  -0.483
128 O 7.690 7.973 -13.046  0.316
129 C 8.462 8.842 -13.883  1.664
130 C 9.918 9.004 -13.401  -0.564
131 N 10.757 9.319 -14.532  0.550
132 C 12.157 9.475 -14.105  0.253
133 C 13.065 10.410 -14.959  -0.594
134 O 14.296 10.559 -14.339  -0.112
135 C 14.835 11.843 -14.200  -0.905
136 H 8.850 6.357 -12.384  -0.346
137 H 8.146 6.131 -13.962  0.038
138 H 7.137 6.070 -12.528  0.398
139 H 7.868 9.749 -13.917  -1.255
140 H 8.596 8.410 -14.881  -0.348
141 H 10.147 8.127 -12.783  0.327
142 H 9.960 9.878 -12.746  0.343
143 H 10.844 8.566 -15.206  -0.556
144 H 12.582 8.477 -14.254  0.028
145 H 12.237 9.765 -13.057  -0.183
146 H 12.523 11.316 -15.262  0.486
147 H 13.052 9.993 -15.976  0.085
148 H 14.651 12.521 -15.035  0.356
149 H 15.908 11.853 -13.999  0.285
150 H 14.431 12.235 -13.259  0.286
151 N 7.968 4.357 -10.215  -0.121
152 C 8.053 3.510 -9.150  0.616
153 N 6.889 2.891 -8.894  -0.419
154 O 9.008 3.405 -8.383  -0.653
155 H 7.063 4.386 -10.638  0.136
156 H 8.821 4.805 -10.512  0.070
157 H 6.055 3.142 -9.386  0.149
158 H 6.964 2.290 -8.089  0.249
159 N 10.835 7.843 -19.257  -0.347
160 C 10.838 7.011 -18.200  0.265
161 N 10.899 5.695 -18.417  -0.209
162 O 10.879 7.526 -17.068  -0.070
163 H 10.528 8.796 -19.201  0.181
164 H 10.676 7.381 -20.141  0.193
165 H 11.096 5.153 -17.578  -0.142
166 H 11.028 5.267 -19.316  0.204

Calculated values
SMILES: COC[C@H](C)N.COC[C@H](C)N.COC[C@H](C)N.COC[C@H](C)N.COC[C@H](C)N.COC[C@H](C)N.COCCNCCOC.COCCNCCOC.NC(N)=O.NC(N)=O
Max |F|, eV/Å: 3.01
M, g mol⁻¹: 921.3
HOMO, eV: -8.57
Electronic energy, eV: -83536.4918
Orbital gap, eV: 8.815
Energy relative to the best compared isomer or geometry (same formula, charge and spin), kcal/mol: 62.03
Net charge: 0

---

[2]
DFT (ωB97M-V with the def2-TZVPD basis set) results for a structure of composition C43H55Br2N6O4P3SW in a non-equilibrium geometry.

Last column: Löwdin spin population.
Geometry (Å):
1 W -1.125 0.341 -0.725  1.635
2 Br -2.446 0.332 1.878  0.019
3 C -4.043 1.250 1.280  0.004
4 Br -3.853 1.770 -0.575  0.000
5 H -4.169 2.144 1.877  0.000
6 H -4.875 0.566 1.361  0.000
7 C 3.819 -5.582 2.874  0.000
8 S 3.216 -3.880 3.046  0.000
9 C 4.257 -3.028 1.818  0.001
10 C 3.401 -2.442 0.696  0.002
11 C 2.597 -1.296 1.291  0.003
12 N 1.441 -0.784 0.483  0.029
13 P 1.434 0.386 -0.723  -0.001
14 C 2.555 -0.006 -2.070  -0.005
15 C 2.170 -0.088 -3.406  0.000
16 C 3.114 -0.311 -4.397  0.000
17 C 4.451 -0.458 -4.053  0.000
18 C 4.847 -0.349 -2.723  0.000
19 C 3.908 -0.104 -1.735  -0.001
20 C 2.081 1.982 -0.189  -0.001
21 C 1.810 3.032 -1.079  -0.002
22 C 2.388 4.276 -0.894  0.000
23 C 3.254 4.482 0.177  -0.002
24 C 3.535 3.445 1.053  0.000
25 C 2.953 2.195 0.873  -0.001
26 P 0.027 -1.694 0.249  0.017
27 C 0.427 -3.129 -0.758  0.003
28 C 0.704 -4.372 -0.179  0.000
29 C 1.136 -5.422 -0.976  0.000
30 C 1.301 -5.243 -2.343  0.001
31 C 1.038 -4.005 -2.925  0.000
32 C 0.596 -2.961 -2.132  0.007
33 C -0.570 -2.228 1.831  0.001
34 C -1.418 -3.336 1.923  -0.002
35 C -1.915 -3.715 3.160  0.000
36 C -1.585 -2.986 4.299  -0.002
37 C -0.774 -1.860 4.205  0.000
38 C -0.277 -1.471 2.972  -0.001
39 H 3.236 -6.190 3.563  0.000
40 H 4.865 -5.646 3.158  0.000
41 H 3.678 -5.959 1.863  0.000
42 H 4.978 -3.739 1.421  0.000
43 H 4.820 -2.246 2.332  0.000
44 H 2.738 -3.224 0.334  0.000
45 H 4.012 -2.113 -0.148  0.000
46 H 3.252 -0.461 1.520  0.000
47 H 2.180 -1.636 2.234  0.000
48 H 1.138 0.038 -3.688  0.000
49 H 2.812 -0.363 -5.436  0.000
50 H 5.191 -0.641 -4.822  0.000
51 H 5.894 -0.434 -2.459  0.000
52 H 4.242 0.029 -0.711  0.000
53 H 1.169 2.869 -1.940  0.000
54 H 2.191 5.079 -1.595  0.000
55 H 3.721 5.449 0.318  0.000
56 H 4.225 3.598 1.873  0.000
57 H 3.191 1.408 1.573  0.000
58 H 0.627 -4.517 0.890  0.000
59 H 1.355 -6.382 -0.524  0.000
60 H 1.642 -6.068 -2.957  0.000
61 H 1.182 -3.865 -3.990  0.000
62 H 0.388 -2.003 -2.584  0.005
63 H -1.679 -3.907 1.042  0.000
64 H -2.550 -4.589 3.242  0.000
65 H -1.960 -3.299 5.266  0.000
66 H -0.521 -1.297 5.095  0.000
67 H 0.362 -0.599 2.903  0.000
68 C -1.758 6.076 5.177  0.004
69 C -1.473 5.357 3.905  0.021
70 C -0.879 4.079 3.920  0.004
71 C -0.604 3.384 2.777  0.009
72 C 0.175 2.110 2.923  0.001
73 C -0.989 3.973 1.513  0.019
74 C -1.015 3.354 0.292  -0.003
75 O -0.796 2.114 -0.038  0.072
76 C -1.512 5.338 1.486  0.008
77 C -1.822 6.082 0.206  0.001
78 C -1.751 5.971 2.672  0.002
79 H -1.750 5.414 6.039  0.000
80 H -2.710 6.605 5.124  0.001
81 H -0.989 6.841 5.332  0.002
82 H -0.600 3.651 4.877  0.000
83 H -0.146 1.574 3.817  0.000
84 H 1.224 2.371 3.066  0.000
85 H 0.124 1.448 2.065  0.001
86 H -1.306 3.961 -0.555  0.001
87 H -2.676 5.653 -0.325  0.000
88 H -0.964 6.103 -0.469  0.000
89 H -2.079 7.114 0.432  0.000
90 H -2.158 6.975 2.668  0.000
91 C -4.305 -0.476 -3.467  0.000
92 O -4.198 -1.024 -2.133  -0.003
93 P -2.882 -1.409 -1.368  0.020
94 O -3.445 -1.995 -0.046  0.002
95 C -4.662 -2.786 0.145  0.000
96 O -2.185 -2.500 -2.224  0.012
97 C -2.831 -3.662 -2.839  0.002
98 H -5.351 -0.539 -3.744  0.000
99 H -3.708 -1.055 -4.169  0.000
100 H -3.999 0.570 -3.467  0.000
101 H -5.041 -2.526 1.127  0.000
102 H -4.389 -3.839 0.126  0.000
103 H -5.394 -2.558 -0.623  0.000
104 H -3.306 -3.365 -3.769  0.000
105 H -3.567 -4.085 -2.158  0.000
106 H -2.039 -4.378 -3.029  0.000
107 N -2.080 3.198 -4.924  0.010
108 N -1.679 2.080 -4.289  0.016
109 N -1.515 0.949 -4.961  0.005
110 C -1.214 0.106 -3.992  0.029
111 N -1.192 0.724 -2.807  0.034
112 N -1.501 2.023 -3.018  0.015
113 H -1.973 3.143 -5.927  0.000
114 H -1.868 4.056 -4.439  0.001
115 H -1.011 -0.944 -4.144  0.001

Calculated values
Max |F|, eV/Å: 1.23
M, g mol⁻¹: 1188.6
HOMO (alpha / beta), eV: -16.12 / -16.12
2S+1: 3
Electronic energy, eV: -243190.0653
Orbital gap (alpha / beta), eV: 4.882 / 4.268
Energy relative to the best compared isomer or geometry (same formula, charge and spin), kcal/mol: 14.11
Net charge: +4